ORCA calculation (the ωB97M-V functional and the def2-TZVPD basis) on 4 unconnected molecules or ions with the total composition C36H65Br2ClF3N4O9P2S.

```
123
Properties=species:S:1:pos:R:3:lowdin_charge:R:1
C 2.91212 1.98281 2.24801 0.01
C 1.82439 1.29363 1.92864 -0.15
C 0.73383 1.98543 1.06481 -0.15
N 0.08727 1.18961 0.02269 -0.01
C 0.54720 1.24164 -1.29832 -0.24
N 0.46369 2.30657 -2.03835 -0.08
C 0.90413 2.34616 -3.44410 -0.13
C 2.31436 2.99808 -3.56706 -0.81
O 3.07755 3.07724 -2.69351 0.02
Br 2.84356 3.79141 -5.29093 0.73
P -0.25460 3.85390 -1.37429 0.71
O -1.39152 4.33191 -2.47698 -0.28
Cl 1.21587 5.33132 -1.40447 0.31
N 1.03843 0.07674 -1.91811 0.01
C 2.42955 -0.35855 -1.71843 -0.12
C 3.46477 0.54073 -0.98857 -0.17
C 4.20542 -0.30800 0.09286 -0.20
C 5.09820 -1.49031 -0.43604 -0.23
C 5.50576 -1.44077 -1.93841 -0.11
C -0.01709 -0.93651 -1.81408 -0.35
O -0.92448 -0.72971 -2.89105 -0.18
C -0.39126 -1.20238 -4.12730 -0.21
C -0.86218 -0.32723 -5.35250 -0.19
C -2.00685 0.67816 -5.00771 -0.09
C -0.71574 -1.07991 -0.41770 -0.40
C 0.30321 -1.95425 0.43548 -0.15
C 0.48149 -3.29858 0.32160 0.00
P -2.26004 -2.14057 -0.72101 0.72
O -2.60827 -3.01635 0.64824 -0.34
Br -1.79378 -3.78930 -2.22647 0.43
C -1.02112 0.31475 0.32074 -0.35
C -1.22527 -0.03931 1.83581 -0.14
C -1.99671 0.95493 2.74494 -0.17
C -2.22792 0.19297 4.12570 -0.18
C -3.41122 -0.80542 4.08916 -0.27
N -4.69054 -0.06302 4.23784 0.01
S -2.53304 1.19765 -0.33907 0.80
O -2.54830 2.55160 0.18667 -0.30
O -2.50115 1.35515 -1.78849 -0.29
C -4.20697 0.48235 0.06156 -0.67
F -4.25706 -0.43561 1.03583 0.12
F -5.02967 1.47691 0.38568 0.16
F -4.72162 -0.08083 -1.03768 0.12
H 3.78107 1.52966 2.74103 0.08
H 2.96049 3.04652 1.94956 0.09
H 1.74047 0.26931 2.32148 0.09
H 1.30078 2.80871 0.57005 0.09
H -0.01301 2.52699 1.68194 0.13
H 0.21782 3.05539 -3.96410 0.11
H 0.81526 1.38862 -3.98511 0.12
H -1.77191 3.55774 -2.93942 0.06
H 2.43315 -1.34939 -1.20330 0.12
H 2.85694 -0.59276 -2.72334 0.12
H 3.08930 1.45357 -0.49088 0.09
H 4.20592 0.89006 -1.73855 0.10
H 4.81620 0.33197 0.75684 0.10
H 3.40784 -0.76630 0.72670 0.09
H 6.04607 -1.45768 0.14931 0.11
H 4.64086 -2.46690 -0.16175 0.11
H 4.63712 -1.76995 -2.54224 0.06
H 6.28854 -2.21701 -2.09053 0.08
H 5.94414 -0.48361 -2.27034 0.08
H 0.46826 -1.91989 -2.02258 0.13
H -0.69753 -2.24668 -4.35309 0.08
H 0.72205 -1.20014 -4.14868 0.12
H 0.02832 0.23021 -5.72767 0.10
H -1.20433 -0.97097 -6.18287 0.11
H -2.45653 1.01716 -5.96593 0.08
H -1.61945 1.60108 -4.52268 0.04
H -2.75661 0.21559 -4.34114 0.08
H 0.95489 -1.40931 1.14213 0.10
H 0.43988 -3.90519 1.24516 0.09
H 0.66867 -3.78882 -0.64638 0.05
H -1.88884 -2.99388 1.30505 0.04
H -0.29648 -0.28764 2.37659 0.10
H -1.82061 -0.97979 1.85020 0.09
H -1.45587 1.87434 3.03373 0.11
H -3.00543 1.25844 2.41053 0.09
H -2.29744 0.95527 4.92270 0.12
H -1.27181 -0.36148 4.29921 0.10
H -3.31786 -1.42823 5.01005 0.11
H -3.39570 -1.51845 3.23860 0.10
H -5.25099 -0.53820 4.93846 0.07
H -5.16935 -0.03677 3.34260 0.05
C -9.15613 1.80553 1.21310 -0.18
C -8.35046 1.59612 -0.05787 -0.19
C -9.43826 1.27154 -1.06820 -0.20
O -10.61245 1.97259 -0.64725 -0.14
C -10.41139 2.47489 0.67884 -0.20
H -8.64295 2.40326 1.96657 0.11
H -9.40738 0.83828 1.65746 0.11
H -7.84717 2.52658 -0.33595 0.12
H -7.59710 0.81252 0.02272 0.10
H -9.66841 0.20056 -1.07435 0.12
H -9.17467 1.57562 -2.08263 0.12
H -10.28436 3.56073 0.61265 0.12
H -11.29216 2.26496 1.28717 0.12
C 0.22977 -2.42232 8.63407 -0.17
C -0.99714 -1.56008 8.87678 -0.17
C -0.91786 -0.57116 7.72659 -0.21
O -0.28557 -1.25586 6.63520 -0.17
C 0.27147 -2.48708 7.11721 -0.21
H 0.17506 -3.40571 9.09979 0.12
H 1.12126 -1.91461 9.01174 0.12
H -1.90154 -2.16794 8.78617 0.12
H -1.00889 -1.07643 9.85281 0.12
H -0.29786 0.29290 7.98690 0.12
H -1.89998 -0.21204 7.41280 0.11
H -0.34702 -3.30826 6.73825 0.12
H 1.28432 -2.60695 6.72887 0.11
C 8.53661 -1.27286 -5.86928 -0.18
C 9.89619 -0.76717 -5.42362 -0.17
C 9.70741 -0.64135 -3.92254 -0.20
O 8.75800 -1.64598 -3.53592 -0.16
C 8.14990 -2.18713 -4.71937 -0.21
H 8.55181 -1.78361 -6.83173 0.11
H 7.83301 -0.43791 -5.93642 0.11
H 10.66077 -1.51715 -5.64246 0.12
H 10.19343 0.16918 -5.89491 0.11
H 9.29147 0.33606 -3.65451 0.12
H 10.63656 -0.78681 -3.36989 0.12
H 8.54433 -3.19804 -4.86585 0.12
H 7.06869 -2.25148 -4.57989 0.10
```

## Properties
Energy above the lowest of the compared OMol25 structures with the same formula, charge and spin, eV: 0.000
Charge: +1



ORCA calculation (the ωB97M-V functional and the def2-TZVPD basis) on 7 unconnected molecules or ions with the total composition C36H67F4O10P.

```
118
Properties=species:S:1:pos:R:3:lowdin_charge:R:1
C -1.25015 -0.96308 -1.68428 -0.06
C -0.49988 0.04288 -2.58682 -0.37
C -0.37082 1.38485 -1.84037 -0.05
C 0.88013 -0.53113 -2.95786 -0.06
C 1.44204 -0.27317 -4.36926 -0.31
C 0.42380 -0.04333 -5.49407 -0.07
C -0.35579 -1.27685 -5.92122 -0.15
F -1.34031 -1.61120 -4.99046 -0.04
O 2.20188 -1.47841 -4.80290 0.08
C 3.13826 -1.08975 -5.68026 -0.56
O 3.73761 -1.79677 -6.43336 0.17
O 3.32793 0.27000 -5.59477 0.04
C 2.62596 0.70072 -4.40807 -0.45
C 2.36328 2.20992 -4.41510 -0.11
C 2.02743 2.83638 -5.78527 -0.04
C 0.76445 3.66152 -5.75868 -0.62
F -0.27596 3.04043 -5.16695 0.12
F 0.94859 4.80985 -5.07737 0.13
F 0.36239 3.99647 -6.99590 0.14
P 3.82715 0.40371 -3.00343 0.80
O 3.85723 -0.92471 -2.35357 -0.39
H -1.01945 -1.99206 -1.96908 0.07
H -0.87484 -0.83626 -0.66262 0.07
H -2.32968 -0.82680 -1.71958 0.09
H -1.13135 0.21441 -3.45552 0.11
H -0.36013 2.22766 -2.54206 0.06
H 0.50488 1.40921 -1.18881 0.07
H -1.26355 1.53597 -1.23165 0.07
H 1.58136 -0.07906 -2.25218 0.07
H 0.95537 -1.60374 -2.77534 0.14
H 0.91526 0.34230 -6.39077 0.13
H -0.28884 0.72323 -5.18748 0.11
H 0.28644 -2.14665 -6.05906 0.13
H -0.85486 -1.06430 -6.87232 0.12
H 3.26613 2.70747 -4.04433 0.11
H 1.59121 2.40375 -3.66566 0.12
H 1.98053 2.10024 -6.58234 0.12
H 2.81914 3.54209 -6.04351 0.14
H 3.50920 1.44983 -2.10687 0.04
H 5.07340 0.78893 -3.52857 0.04
C 3.28744 -0.09906 1.89793 -0.16
C 2.19285 -0.10867 2.96350 -0.15
C 0.98453 0.36617 2.16792 -0.19
O 1.17919 -0.10019 0.83237 -0.16
C 2.52442 -0.56993 0.66840 -0.19
H 4.13665 -0.73996 2.13355 0.12
H 3.65103 0.91904 1.74990 0.09
H 2.02842 -1.12486 3.32768 0.10
H 2.40995 0.53220 3.81898 0.11
H 0.92317 1.46064 2.15549 0.12
H 0.04150 -0.03119 2.54760 0.11
H 2.51178 -1.66246 0.60066 0.13
H 2.90804 -0.18351 -0.27323 0.07
C -3.26753 -5.82986 -0.62319 -0.17
C -3.25460 -4.93212 0.61265 -0.17
C -2.74592 -3.61820 0.03374 -0.21
O -3.20985 -3.57399 -1.31968 -0.15
C -3.70985 -4.85291 -1.70476 -0.21
H -3.92971 -6.69051 -0.53711 0.11
H -2.25926 -6.19402 -0.83236 0.11
H -4.26880 -4.80864 1.00022 0.11
H -2.62505 -5.30644 1.41906 0.11
H -1.65079 -3.58537 0.02918 0.12
H -3.11131 -2.74307 0.57108 0.10
H -4.80315 -4.80231 -1.76756 0.12
H -3.31970 -5.10273 -2.69236 0.12
C 5.83476 3.59051 4.14077 -0.17
C 4.71960 3.55350 5.18484 -0.17
C 3.52022 4.02513 4.37206 -0.21
O 3.74571 3.58225 3.03284 -0.15
C 5.09310 3.13183 2.89250 -0.21
H 6.68378 2.95352 4.38323 0.11
H 6.19910 4.61215 4.01319 0.11
H 4.56279 2.52895 5.52951 0.11
H 4.91097 4.17996 6.05463 0.11
H 3.44380 5.11783 4.37525 0.12
H 2.57453 3.61239 4.72565 0.11
H 5.09323 2.04038 2.81868 0.10
H 5.51183 3.54139 1.97216 0.12
C 1.26814 -5.50815 5.15106 -0.17
C 0.83400 -4.60991 6.30773 -0.17
C 1.32277 -3.24641 5.83619 -0.21
O 1.24683 -3.26648 4.41034 -0.16
C 1.02459 -4.60157 3.95173 -0.20
H 0.71400 -6.44336 5.08942 0.11
H 2.33055 -5.74559 5.23738 0.11
H -0.25447 -4.61202 6.39727 0.11
H 1.25537 -4.89743 7.26971 0.11
H 2.36319 -3.07389 6.13299 0.12
H 0.71597 -2.42113 6.21108 0.12
H -0.00750 -4.68474 3.59413 0.11
H 1.69575 -4.80439 3.11686 0.12
C -4.19788 5.06551 -2.48981 -0.17
C -4.69883 4.76124 -1.07925 -0.17
C -4.26707 3.31020 -0.90857 -0.20
O -3.07303 3.15554 -1.67590 -0.16
C -2.88661 4.29114 -2.52202 -0.20
H -4.06318 6.12755 -2.68894 0.11
H -4.89301 4.66428 -3.23039 0.11
H -4.18687 5.39691 -0.35350 0.11
H -5.77199 4.89801 -0.95470 0.11
H -5.02698 2.62118 -1.29333 0.12
H -4.05559 3.04572 0.12853 0.11
H -2.06004 4.89342 -2.12857 0.12
H -2.61648 3.94729 -3.52142 0.11
C -5.14402 -0.16653 3.58946 -0.17
C -3.94688 -0.26259 4.53359 -0.17
C -2.99610 -1.14351 3.73310 -0.20
O -3.25400 -0.86131 2.35773 -0.16
C -4.45680 -0.10336 2.23145 -0.20
H -5.78372 0.69455 3.77707 0.11
H -5.75516 -1.06871 3.66358 0.11
H -3.50849 0.72591 4.68659 0.11
H -4.18866 -0.68268 5.50877 0.11
H -3.18930 -2.20632 3.91885 0.12
H -1.94495 -0.94259 3.94350 0.11
H -4.19777 0.92764 1.96585 0.11
H -5.05804 -0.52580 1.42523 0.12
```

## Properties
SMILES string: CC(C)C[C@]1(CCF)OC(=O)O[C@]1(CCC(F)(F)F)[PH2]=O.C1CCOC1.C1CCOC1.C1CCOC1.C1CCOC1.C1CCOC1.C1CCOC1
Charge: 0



| no. | frontier orbital gap (eV) | HOMO (eV) | largest force on an atom (eV Å⁻¹) |
| --- | --- | --- | --- |
| 1 | 6.6 | -10.7 | 4.68 |
| 2 | 9.6 | -9.0 | 1.00 |